Record 1
Computed, not measured: a cluster of 2 separate species, C4H14N2O in total in a non-equilibrium geometry, with ωB97M-V/def2-TZVPD.

XYZ file:
```
21
Properties=species:S:1:pos:R:3:forces:R:3:nbo_charge:R:1
H -1.03705 -1.07716 1.33016 -0.115 -0.225 0.064 0.194
C 0.34228 1.19036 0.82609 -0.590 -0.810 -0.503 -0.207
N -0.67714 1.58314 1.77308 0.127 0.369 1.076 -0.876
H 1.84342 -0.35190 0.66003 0.001 -0.016 0.229 0.221
H 1.15893 1.90226 0.82783 0.008 0.310 0.064 0.192
N 1.05740 -1.90801 -1.22746 -0.275 -0.173 -0.067 -0.838
O -0.91276 2.59661 -2.30572 -0.039 -0.099 -0.320 -0.933
H 1.44802 -2.76269 -0.84641 0.057 0.012 0.227 0.345
C 0.91054 -0.18586 1.20221 -0.543 0.300 -0.298 -0.411
H -0.93845 -2.45123 -0.70529 -0.344 -0.093 -0.032 0.167
H -1.06428 2.50742 1.71298 0.088 0.081 -0.360 0.369
H -0.64784 -0.73820 -1.06768 -0.172 -0.026 -0.103 0.181
C -0.24325 -1.62517 -0.58302 0.668 0.178 0.172 -0.215
H 1.05731 -0.12589 2.27360 0.463 -0.205 0.279 0.207
H 0.27815 -2.24101 1.38793 0.112 -0.370 0.336 0.197
C -0.06347 -1.33518 0.91069 0.093 0.542 -0.587 -0.400
H 0.89926 -2.13648 -2.20310 0.004 0.183 -0.053 0.351
H -0.79582 1.81331 -2.85710 0.049 -0.004 0.189 0.467
H -0.07258 1.14377 -0.19045 0.319 0.143 -0.082 0.163
H -1.14782 3.27492 -2.94784 -0.012 0.106 0.126 0.468
H -1.39487 0.92699 2.02947 0.102 -0.204 -0.357 0.358
```
Forces are in eV/Å.

Values from the calculation:
Calculated total energy   -345.5346 hartree
F_max   0.022 Eh/bohr
SMILES   NCCCCN.O
Gap between HOMO and LUMO   0.3368 hartree

=====

Record 2
Computed, not measured: a cluster of 4 separate species, C3H14O3S2 in total in a non-equilibrium geometry, with ωB97M-V/def2-TZVPD.

XYZ file:
```
22
Properties=species:S:1:pos:R:3:forces:R:3:lowdin_spin:R:1
H 0.25427 -2.46002 1.92744 0.867 -0.230 0.172 0.012
H -1.40420 -1.62364 -3.90796 0.041 -0.158 -0.210 0.057
O -1.21496 -1.61237 -2.96162 -0.021 0.272 0.261 0.261
S -1.29753 -0.81098 1.53649 -1.084 -0.673 1.966 0.078
S -1.16552 0.81919 0.43675 -0.488 0.716 -0.928 0.081
H 0.42493 2.73884 1.13055 -1.148 -0.819 0.717 0.002
H 1.75263 2.64549 -0.65738 -0.152 0.602 0.127 0.003
H 2.10212 -0.64392 3.79484 -0.005 -0.105 0.003 0.008
O -1.76091 1.33797 -3.15413 -0.674 0.729 0.338 0.073
H 2.71357 -0.45126 5.17632 -0.018 0.052 0.059 0.005
H 1.17162 1.24346 -1.33009 -0.626 -0.484 0.034 0.014
H 1.06822 1.09654 1.29656 -0.057 0.063 -0.540 0.009
H -0.89403 -3.22116 0.82663 -0.755 0.671 0.468 0.036
O 2.68906 -1.06298 4.43637 -0.007 0.037 -0.083 0.031
H -2.34865 0.57213 -3.15851 0.335 -0.420 -0.008 0.033
H 0.12935 -2.11800 0.14144 0.954 0.366 -0.279 0.027
C 0.38390 1.71438 0.69585 0.763 0.659 -0.119 0.039
H -2.24022 1.93270 -2.54576 0.421 -0.225 -0.308 0.017
H -0.89222 -2.50344 -2.75962 -0.044 -0.176 -0.024 0.081
H 0.06962 2.62071 -1.29227 0.279 -0.237 0.477 0.006
C -0.36660 -2.28049 1.07521 -0.139 -0.447 -1.058 0.089
C 0.82558 2.06685 -0.70708 1.558 -0.192 -1.066 0.040
```
Forces are in eV/Å.

Values from the calculation:
Calculated total energy   -1144.7123 hartree
F_max   0.046 Eh/bohr
Multiplicity   2
Charge   -1
Gap between HOMO and LUMO (spin up / spin down)   0.0711 / 0.3036 hartree

=====

Record 3
Computed, not measured: a structure of composition C25H25N5Ti in a non-equilibrium geometry, with ωB97M-V/def2-TZVPD.

XYZ file:
```
56
Properties=species:S:1:pos:R:3:forces:R:3:lowdin_spin:R:1
H -11.86956 19.99457 7.63407 0.197 0.379 -0.568 0.008
C -15.70586 14.99383 3.66486 -1.775 1.084 1.415 0.003
C -8.78017 18.31205 7.18417 0.345 -1.687 0.919 0.026
C -15.17850 16.09982 3.05943 -1.567 -0.369 -0.847 0.002
H -14.52484 17.15374 6.50816 -0.454 0.045 -0.529 0.005
H -9.08654 17.58597 10.92304 -0.582 -0.818 0.018 0.000
H -6.89124 18.35177 9.98928 -0.277 -0.194 0.537 0.001
C -7.77177 18.16729 9.39175 -1.299 -0.533 -1.553 0.011
H -10.84684 17.79907 0.30433 0.372 -0.187 -0.013 -0.001
C -8.33690 14.15788 4.43897 -0.761 -0.294 0.896 0.000
C -15.44326 18.85670 7.57090 0.963 0.196 -1.381 -0.005
H -13.47218 17.28520 2.79632 0.131 0.243 -0.039 0.004
C -10.71561 18.44578 1.15928 -0.320 1.392 -1.280 -0.004
C -10.79053 17.94064 2.41536 -0.163 0.743 1.980 0.027
H -8.93833 16.08462 3.81598 -0.425 0.446 0.167 0.002
H -10.65919 20.16154 -0.09707 0.128 0.444 0.100 0.002
C -15.21643 20.17658 8.06166 0.026 -1.900 -0.548 0.053
C -14.44407 18.19063 6.79925 -0.449 1.343 2.313 0.054
C -13.91720 20.62036 8.03411 1.064 -0.795 -0.830 -0.002
C -10.78190 20.66951 2.00893 0.386 0.729 0.661 0.001
C -9.52401 13.25464 6.36535 0.955 0.619 -1.000 0.000
C -9.13309 15.30652 4.53916 -0.194 -0.951 0.495 0.014
N -9.95239 17.74838 7.58499 0.792 1.045 1.238 0.017
H -7.87762 12.29504 5.26763 -0.107 -0.256 0.394 0.001
H -13.69047 21.55571 8.52413 0.426 -0.001 -0.081 -0.001
C -10.07440 17.50725 8.94330 0.889 -0.604 -1.190 0.009
N -10.84673 18.72831 3.54022 -0.691 2.222 -0.984 0.035
H -10.99048 14.55216 7.17186 -0.393 0.255 -0.170 0.002
N -13.05636 15.73411 4.04700 -1.352 -2.607 1.447 0.022
H -16.41238 18.40031 7.70843 -0.014 -0.118 -0.098 -0.001
C -12.90752 19.81435 7.39625 -1.415 0.804 1.269 0.072
H -8.67865 18.35708 6.10989 0.013 0.597 -0.160 0.009
C -8.52400 13.15335 5.37671 -0.521 0.019 0.078 0.009
H -16.02365 20.72710 8.52178 0.070 0.055 0.077 0.003
H -11.11356 20.76471 4.12665 0.327 -0.123 0.236 0.004
H -12.97319 13.98836 5.25545 0.196 0.115 0.097 0.001
H -10.75539 21.72756 1.79392 -0.222 0.223 0.600 -0.001
C -13.89202 16.41236 3.27411 2.245 1.092 0.160 0.010
H -15.45460 13.44728 5.12718 0.189 0.084 0.336 0.000
C -7.65167 18.49132 8.03332 -1.531 -0.031 0.392 0.002
H -7.59340 13.93595 3.68774 0.000 0.719 -0.235 0.000
Ti -11.54391 17.52290 5.62620 0.561 -0.467 0.140 2.424
C -13.64698 14.59566 4.66929 0.722 2.100 -0.017 0.007
H -11.01796 17.06603 9.22864 -0.166 0.216 0.202 0.001
N -10.10928 15.44795 5.47679 0.531 -0.605 -0.261 0.021
C -10.29668 14.41034 6.35644 1.043 0.580 -0.484 0.011
N -13.17394 18.68856 6.71635 -0.066 -0.227 -0.073 0.056
H -9.59499 12.49684 7.13158 -0.332 0.031 -0.004 0.000
C -10.67111 19.85291 0.93782 -0.218 -3.046 -0.739 0.033
C -10.87928 20.12856 3.28593 -0.148 -2.813 0.307 0.045
C -15.01439 14.31585 4.66007 1.502 -0.365 -1.919 0.003
H -10.90948 16.88649 2.61792 0.159 -0.214 -0.108 0.003
H -6.73799 18.94364 7.67696 -0.034 -0.089 -0.261 0.000
H -15.79126 16.72722 2.42912 0.002 -0.066 -0.132 0.000
H -16.78114 14.92480 3.59120 -0.143 -0.720 -0.243 0.000
C -9.01182 17.59552 9.84567 1.382 2.262 -0.725 0.000
```
Forces are in eV/Å.

Values from the calculation:
Calculated total energy   -2090.5982 hartree
F_max   0.064 Eh/bohr
Multiplicity   4
Charge   +1
Gap between HOMO and LUMO (spin up / spin down)   0.1784 / 0.3607 hartree

=====

> The highest F_max belongs to which entry?

C25H25N5Ti

=====

> Number 3 is which compound?

C25H25N5Ti

=====

Copy entry 2 word for word.
Computed, not measured: a cluster of 4 separate species, C3H14O3S2 in total in a non-equilibrium geometry, with ωB97M-V/def2-TZVPD.

XYZ file:
```
22
Properties=species:S:1:pos:R:3:forces:R:3:lowdin_spin:R:1
H 0.25427 -2.46002 1.92744 0.867 -0.230 0.172 0.012
H -1.40420 -1.62364 -3.90796 0.041 -0.158 -0.210 0.057
O -1.21496 -1.61237 -2.96162 -0.021 0.272 0.261 0.261
S -1.29753 -0.81098 1.53649 -1.084 -0.673 1.966 0.078
S -1.16552 0.81919 0.43675 -0.488 0.716 -0.928 0.081
H 0.42493 2.73884 1.13055 -1.148 -0.819 0.717 0.002
H 1.75263 2.64549 -0.65738 -0.152 0.602 0.127 0.003
H 2.10212 -0.64392 3.79484 -0.005 -0.105 0.003 0.008
O -1.76091 1.33797 -3.15413 -0.674 0.729 0.338 0.073
H 2.71357 -0.45126 5.17632 -0.018 0.052 0.059 0.005
H 1.17162 1.24346 -1.33009 -0.626 -0.484 0.034 0.014
H 1.06822 1.09654 1.29656 -0.057 0.063 -0.540 0.009
H -0.89403 -3.22116 0.82663 -0.755 0.671 0.468 0.036
O 2.68906 -1.06298 4.43637 -0.007 0.037 -0.083 0.031
H -2.34865 0.57213 -3.15851 0.335 -0.420 -0.008 0.033
H 0.12935 -2.11800 0.14144 0.954 0.366 -0.279 0.027
C 0.38390 1.71438 0.69585 0.763 0.659 -0.119 0.039
H -2.24022 1.93270 -2.54576 0.421 -0.225 -0.308 0.017
H -0.89222 -2.50344 -2.75962 -0.044 -0.176 -0.024 0.081
H 0.06962 2.62071 -1.29227 0.279 -0.237 0.477 0.006
C -0.36660 -2.28049 1.07521 -0.139 -0.447 -1.058 0.089
C 0.82558 2.06685 -0.70708 1.558 -0.192 -1.066 0.040
```
Forces are in eV/Å.

Values from the calculation:
Calculated total energy   -1144.7123 hartree
F_max   0.046 Eh/bohr
Multiplicity   2
Charge   -1
Gap between HOMO and LUMO (spin up / spin down)   0.0711 / 0.3036 hartree